Here is a structure of composition C46H114F6N9O19S2V2 in a non-equilibrium geometry from OMol25. Energies are from wB97M-V/def2-TZVPD.

Positions of all 198 atoms, in Å:
V -1.930 -0.832 -1.484
V 1.826 0.637 -3.099
C 5.015 1.215 -5.558
F 5.021 2.532 -5.596
F 3.830 0.713 -5.963
F 5.893 0.731 -6.438
S 5.307 0.595 -3.779
O 5.187 -0.839 -3.879
O 6.599 1.088 -3.388
N 3.907 1.248 -3.037
S 4.375 2.132 -1.721
O 3.200 2.311 -0.889
O 5.477 1.659 -0.899
C 4.846 3.875 -2.395
F 4.816 4.704 -1.362
F 6.031 3.856 -2.951
F 3.951 4.296 -3.269
O 0.046 0.154 -1.779
C 0.557 0.181 -0.434
C 0.199 -0.930 0.578
O -1.144 -1.390 0.444
H 0.159 1.110 0.004
H 1.640 0.314 -0.556
H 0.308 -0.652 1.631
H 0.862 -1.792 0.427
C 3.775 1.930 1.149
O 2.541 2.611 1.341
C 1.389 1.765 1.256
C 1.159 1.022 2.560
N 1.055 2.041 3.621
C 1.472 1.740 4.990
C 0.911 2.752 5.995
O 0.996 2.141 7.261
C 0.576 2.990 8.314
H 4.096 2.090 0.115
H 3.884 0.933 1.573
H 4.486 2.581 1.671
H 1.546 1.166 0.355
H 0.499 2.353 1.023
H 2.016 0.347 2.692
H 0.274 0.383 2.594
H 1.730 2.732 3.303
H 2.561 1.696 5.110
H 1.067 0.757 5.234
H -0.127 2.903 5.669
H 1.416 3.723 6.034
H -0.431 3.398 8.223
H 1.296 3.811 8.401
H 0.660 2.445 9.253
C -7.792 -3.653 0.040
O -6.491 -3.093 -0.028
C -5.761 -3.442 -1.189
C -4.252 -3.086 -1.106
N -4.046 -1.645 -1.041
C -4.404 -1.012 0.228
C -4.176 0.482 0.104
O -2.941 0.764 -0.553
C -2.489 2.107 -0.396
H -8.388 -3.142 -0.721
H -8.251 -3.564 1.019
H -7.788 -4.721 -0.199
H -6.205 -2.891 -2.031
H -5.928 -4.515 -1.323
H -3.667 -3.569 -1.880
H -3.920 -3.541 -0.170
H -4.577 -1.272 -1.825
H -3.833 -1.463 1.039
H -5.455 -1.151 0.489
H -4.051 0.904 1.107
H -4.976 1.004 -0.432
H -1.675 2.149 -1.130
H -2.043 2.270 0.584
H -3.203 2.825 -0.805
C 0.863 -2.479 6.193
O 1.478 -1.672 5.177
C 2.514 -2.366 4.511
C 2.271 -2.460 2.998
N 1.908 -3.800 2.515
C 1.610 -3.780 1.079
C 1.231 -5.207 0.687
O 1.128 -5.118 -0.735
C 0.853 -6.300 -1.440
H 0.011 -1.932 6.587
H 1.640 -2.620 6.947
H 0.523 -3.452 5.832
H 2.910 -3.227 5.054
H 3.389 -1.706 4.604
H 3.001 -2.050 2.304
H 1.328 -1.909 2.876
H 1.064 -4.178 2.931
H 2.510 -3.617 0.490
H 0.700 -3.195 0.915
H 0.301 -5.565 1.136
H 2.060 -5.885 0.912
H 0.639 -6.134 -2.496
H 0.042 -6.860 -0.965
H 1.760 -6.919 -1.461
C -2.043 1.297 -7.426
O -1.810 1.628 -6.060
C -2.962 1.722 -5.239
C -2.557 1.309 -3.819
N -2.721 -0.131 -3.449
C -2.035 -0.983 -4.465
C -1.985 -2.435 -4.008
O -1.638 -2.575 -2.632
C -1.304 -3.933 -2.350
H -2.381 2.167 -7.988
H -2.784 0.499 -7.540
H -1.131 0.856 -7.824
H -3.775 1.078 -5.590
H -3.260 2.773 -5.262
H -3.163 1.792 -3.046
H -1.556 1.651 -3.544
H -3.688 -0.217 -3.770
H -1.096 -0.591 -4.853
H -2.609 -1.061 -5.400
H -1.256 -2.964 -4.629
H -2.975 -2.895 -4.114
H -1.399 -4.205 -1.297
H -0.258 -4.073 -2.620
H -1.975 -4.650 -2.831
C -2.406 1.486 5.116
C -2.645 0.264 4.239
C -4.112 0.083 3.825
O -4.907 -0.130 4.976
C -6.316 0.041 4.816
N -1.810 0.411 3.038
H -1.358 1.600 5.411
H -2.941 1.391 6.061
H -2.625 2.427 4.610
H -2.407 -0.666 4.767
H -4.206 -0.841 3.242
H -4.419 0.998 3.305
H -6.766 -0.879 4.445
H -6.500 0.924 4.198
H -6.627 0.318 5.822
H -1.915 -0.259 2.275
H -0.859 0.202 3.333
C -0.134 3.705 2.248
C 1.061 4.340 2.955
C 2.159 4.603 1.929
O 3.295 5.124 2.583
C 4.503 4.655 2.027
N 0.728 5.584 3.624
H -0.842 3.472 3.045
H 0.239 2.788 1.789
H -0.690 4.309 1.529
H 1.500 3.643 3.673
H 1.794 5.249 1.112
H 2.421 3.706 1.347
H 4.471 3.568 1.895
H 5.370 4.908 2.633
H 4.703 5.062 1.027
H 0.230 6.191 2.980
H 1.550 6.110 3.895
C 2.218 -3.794 -3.820
C 2.177 -2.498 -3.024
C 3.185 -2.478 -1.897
O 2.988 -1.282 -1.176
C 3.829 -1.085 -0.044
N 2.411 -1.342 -3.934
H 3.141 -3.942 -4.384
H 1.349 -3.834 -4.478
H 2.186 -4.605 -3.087
H 1.151 -2.399 -2.654
H 4.215 -2.496 -2.278
H 3.152 -3.376 -1.272
H 3.316 -1.492 0.834
H 4.000 -0.020 0.092
H 4.768 -1.632 -0.152
H 2.075 -1.649 -4.844
H 3.430 -1.369 -4.054
C 1.392 3.109 -6.561
C 1.589 2.515 -5.162
C 0.981 3.500 -4.159
O 1.271 2.954 -2.879
C 0.927 3.744 -1.759
N 0.927 1.215 -5.032
H 0.424 3.585 -6.733
H 1.417 2.319 -7.317
H 2.192 3.820 -6.765
H 2.649 2.434 -4.930
H -0.090 3.715 -4.202
H 1.607 4.387 -4.308
H 1.575 4.615 -1.614
H 0.977 3.176 -0.835
H -0.068 4.179 -1.907
H -0.038 1.533 -5.184
H 1.014 0.664 -5.885
C -1.980 -3.551 3.370
C -2.643 -4.172 2.134
O -1.763 -4.117 1.029
H -0.992 -4.002 3.453
H -2.582 -3.707 4.266
H -1.970 -2.476 3.183
H -3.611 -3.664 2.009
H -2.872 -5.238 2.208
H -1.348 -3.230 0.961

Results
frontier orbital gap (spin up / spin down) = 5.675 / 5.648 eV
multiplicity = 7
total charge = +1